A | 6
Properties=species:S:1:pos:R:3 method="wB97M-V/def2-TZVPD" lumo_ha="-0.07070 / -0.05293" gap_ev="6.8 / 7.9" homo_energy_ev="-8.76 / -9.30" smiles="C=C=NBr" spin_multiplicity=1
C -0.31743 1.61487 -0.51436
C -0.07992 0.32394 -0.10606
N -0.76911 2.74572 -0.63235
Br -0.43281 4.70608 -1.30441
H 0.24778 0.39057 0.95282
H -0.25004 -0.55554 -0.68416



B | 6
Properties=species:S:1:pos:R:3 method="wB97M-V/def2-TZVPD" lumo_ha=0.01934 gap_ev=9.8 homo_energy_ev=-9.32 smiles="Br[C@H]1C=N1" spin_multiplicity=1
C 0.84252 -0.06950 0.62319
C -0.24700 0.14485 -0.59470
N 0.47357 -1.05221 -0.08313
Br -2.00342 0.39586 0.05028
H 1.13428 0.03535 1.63670
H -0.19995 0.54565 -1.63234



Stability ranking, top and bottom: B is the most stable and A is the least stable.



A | 108
Properties=species:S:1:pos:R:3 method="wB97M-V/def2-TZVPD" lumo_ha=0.01710 gap_ev=10.9 homo_energy_ev=-10.44 smiles="COC(=O)OC.COC(=O)OC.COC(=O)OC.COC(=O)OC.COC(=O)OC.COC(=O)OC.COC(=O)OC.COC(=O)OC.COC(=O)OC" spin_multiplicity=1
C -19.86989 -1.14054 -12.14508
O -19.92484 0.16596 -12.63829
C -19.99693 0.29287 -13.95074
O -19.73014 -0.62670 -14.76417
O -20.20766 1.58426 -14.37298
C -20.30726 1.90049 -15.71996
H -18.83652 -1.45500 -12.29123
H -20.58305 -1.76103 -12.68775
H -20.09436 -1.16858 -11.07881
H -20.93024 1.20809 -16.28617
H -19.40775 1.91263 -16.33546
H -20.81353 2.86543 -15.74564
C -17.30518 -0.82114 -17.63480
O -17.12661 0.47284 -17.09591
C -16.85380 1.54260 -17.90300
O -16.74757 1.51234 -19.16039
O -16.78466 2.65732 -17.16659
C -16.51470 3.89672 -17.77398
H -17.64714 -1.48894 -16.84409
H -16.31900 -1.10831 -17.99956
H -17.94670 -0.96542 -18.50414
H -17.35987 4.18295 -18.39996
H -15.68328 3.79755 -18.47183
H -16.22774 4.63199 -17.02222
C -17.65684 1.22262 -9.32886
O -17.82330 1.91363 -8.16396
C -18.42851 1.38811 -7.10445
O -18.86763 0.25199 -7.06039
O -18.51236 2.27488 -6.12067
C -18.88401 1.92947 -4.79440
H -18.53477 0.92244 -9.90090
H -17.11012 0.32331 -9.04523
H -16.97496 1.70097 -10.03194
H -18.18294 1.21702 -4.35964
H -19.82792 1.38539 -4.76087
H -19.10822 2.84507 -4.24712
C -17.38730 3.37537 -12.85709
O -16.14212 4.06147 -13.03486
C -15.18753 3.95745 -12.14589
O -15.21758 3.34915 -11.10805
O -14.20751 4.77307 -12.50089
C -13.11263 4.88032 -11.61369
H -17.07446 2.33511 -12.94703
H -18.09574 3.58739 -13.65786
H -17.95103 3.64723 -11.96468
H -13.38661 5.05927 -10.57397
H -12.64134 5.77358 -12.02365
H -12.41623 4.05708 -11.77315
C -28.45820 3.35549 -18.09915
O -27.49660 2.58675 -17.28223
C -26.23694 2.42622 -17.68951
O -25.77853 2.85361 -18.73307
O -25.60819 1.69671 -16.73809
C -24.46105 0.91220 -17.06760
H -29.43440 3.49978 -17.63620
H -28.60089 2.84175 -19.04984
H -28.22840 4.37605 -18.40536
H -23.82190 0.67031 -16.21844
H -23.95046 1.55273 -17.78671
H -24.65903 -0.08566 -17.45899
C -16.65128 7.01542 -14.46407
O -17.64539 6.13551 -14.86568
C -18.38187 6.55867 -15.90321
O -18.14238 7.51185 -16.69425
O -19.44434 5.85174 -15.93445
C -20.39100 6.07308 -16.96570
H -17.02252 8.03606 -14.55662
H -15.78010 6.81121 -15.08651
H -16.40710 6.86547 -13.41240
H -20.95112 6.98292 -16.74991
H -21.12163 5.26421 -16.96870
H -20.00337 6.16233 -17.98052
C -23.46661 -2.52891 -10.20869
O -24.71989 -2.64519 -10.85782
C -25.86289 -2.70944 -10.10447
O -25.83969 -2.67370 -8.92316
O -26.97544 -2.74198 -10.88052
C -28.24807 -2.67417 -10.21916
H -22.66933 -2.48319 -10.95054
H -23.21105 -3.38424 -9.58323
H -23.38415 -1.56133 -9.71362
H -28.65261 -3.66491 -10.01209
H -29.04212 -2.20197 -10.79763
H -28.15393 -1.98260 -9.38192
C -20.04894 0.48865 -19.48786
O -21.11971 1.39170 -19.73751
C -21.22346 2.58290 -19.12750
O -20.35217 3.14799 -18.43552
O -22.40929 3.18202 -19.46803
C -22.77695 4.38848 -18.87811
H -20.13330 -0.49397 -19.95201
H -19.73971 0.29543 -18.46065
H -19.15290 0.77439 -20.03880
H -22.97090 4.40403 -17.80561
H -23.66438 4.77224 -19.38141
H -22.03370 5.16908 -19.04042
C -14.22747 0.20390 -11.28163
O -14.44922 -1.01501 -12.02815
C -15.52975 -1.81078 -11.71214
O -16.55191 -1.48762 -11.13986
O -15.29641 -3.00534 -12.08422
C -16.23837 -4.04430 -12.08753
H -15.07649 0.77382 -11.65908
H -13.34857 0.75956 -11.60859
H -14.33669 0.10619 -10.20153
H -15.93763 -4.98937 -12.53973
H -17.12709 -3.74308 -12.64210
H -16.69949 -4.21161 -11.11414



B | 108
Properties=species:S:1:pos:R:3 method="wB97M-V/def2-TZVPD" lumo_ha=0.00721 gap_ev=9.4 homo_energy_ev=-9.23 smiles="COC(=O)OC.COC(=O)OC.COC(=O)OC.COC(=O)OC.COC(=O)OC.COC(=O)OC.COC(=O)OC.COC(=O)OC.COC(=O)OC" spin_multiplicity=1
C -1.58373 3.74914 1.34897
O -1.07273 4.98287 1.87326
C -0.29525 5.73847 1.13817
O 0.15842 6.77427 1.52819
O -0.09402 5.20800 -0.08010
C 0.84157 5.88106 -0.91460
H -0.76050 3.09511 1.06789
H -2.21531 3.93723 0.47851
H -2.20449 3.31332 2.12422
H 1.09832 5.23688 -1.74912
H 1.75280 6.11594 -0.36300
H 0.40719 6.81156 -1.28057
C -0.23391 2.80681 -6.33980
O 0.84619 3.68123 -5.98964
C 1.93176 3.66389 -6.74840
O 2.05289 3.09656 -7.79919
O 2.86731 4.39235 -6.14729
C 4.10435 4.51529 -6.84175
H -0.62966 2.35630 -5.43896
H 0.08347 2.01490 -7.02105
H -0.94998 3.39896 -6.90973
H 4.31336 3.63946 -7.45270
H 4.88564 4.65068 -6.10177
H 4.06721 5.37851 -7.50835
C -1.49794 -3.44249 -3.78323
O -2.43931 -4.39333 -4.25812
C -2.06667 -5.63836 -4.52705
O -2.71280 -6.36281 -5.22992
O -0.92092 -5.95311 -3.90425
C -0.42268 -7.26163 -4.10083
H -1.84458 -2.45382 -4.07177
H -0.53331 -3.60403 -4.26304
H -1.38775 -3.46302 -2.69926
H 0.62433 -7.23234 -3.80969
H -0.50680 -7.56711 -5.14305
H -0.93584 -7.99755 -3.48186
C 3.69133 -0.42187 -2.46670
O 2.32494 -0.49499 -2.89038
C 2.01098 -0.60921 -4.17762
O 0.89586 -0.84238 -4.55737
O 3.08706 -0.61383 -4.96004
C 2.80078 -0.61344 -6.36070
H 4.28291 0.21302 -3.12414
H 4.14934 -1.41052 -2.51546
H 3.66466 -0.02043 -1.46158
H 3.76732 -0.48521 -6.84656
H 2.21362 0.26654 -6.62492
H 2.32537 -1.52788 -6.69855
C -0.22934 1.44775 5.64873
O -0.23340 1.96887 4.33868
C 0.77548 1.64390 3.53453
O 1.62353 0.83077 3.75088
O 0.61348 2.33540 2.40199
C 1.33080 1.89508 1.27588
H -1.22251 1.52209 6.07855
H 0.37298 2.06891 6.32440
H 0.17631 0.43909 5.67855
H 0.68702 1.25471 0.66617
H 2.16614 1.25178 1.55065
H 1.67981 2.73370 0.68205
C -4.41780 0.99362 2.90199
O -3.82544 1.53905 4.05758
C -4.50603 1.59734 5.20170
O -5.68602 1.51461 5.37344
O -3.56671 1.84250 6.11307
C -3.85371 1.90287 7.50184
H -3.80607 1.25866 2.04746
H -5.44512 1.33901 2.75779
H -4.50825 -0.09754 2.93505
H -3.71131 0.90633 7.92171
H -4.89157 2.18798 7.66865
H -3.16521 2.61678 7.93737
C 3.22347 -1.82648 2.25634
O 2.36959 -2.84053 1.76432
C 1.26626 -2.44032 1.14070
O 0.87833 -1.30719 1.08272
O 0.68118 -3.49798 0.59368
C -0.55828 -3.25754 -0.07297
H 3.10355 -1.59641 3.30792
H 3.16676 -0.93687 1.62437
H 4.26240 -2.11697 2.05835
H -0.46340 -2.50995 -0.86342
H -1.30207 -2.86608 0.62005
H -0.86393 -4.20602 -0.49753
C 2.67748 -4.04873 5.36831
O 1.57834 -3.53995 4.61573
C 0.44050 -3.37033 5.27250
O 0.28829 -3.42063 6.46132
O -0.51758 -3.10618 4.39453
C -1.78169 -2.81752 4.94104
H 2.34697 -4.81205 6.06999
H 3.14434 -3.23513 5.92645
H 3.40457 -4.46176 4.67731
H -2.12185 -3.59797 5.62607
H -2.48787 -2.71260 4.12620
H -1.77501 -1.89387 5.52931
C -0.88383 -0.34443 1.95471
O -0.69701 -0.61558 0.56676
C -1.56157 -0.03401 -0.26503
O -2.52976 0.61286 0.04828
O -1.14835 -0.26401 -1.50323
C -1.81076 0.46811 -2.52794
H -1.93601 -0.22360 2.19699
H -0.38905 0.59977 2.19802
H -0.40976 -1.13968 2.51373
H -1.11327 0.47813 -3.36445
H -2.09940 1.46622 -2.21668
H -2.67942 -0.08691 -2.89035



Stability ranking, top and bottom: B is the most stable and A is the least stable.